A | The following is a DFT calculation (the ωB97M-V functional and the def2-TZVPD basis) of 2 unconnected molecules or ions with the total composition C3H8O3.

Properties
structure (SMILES): O=CO.CCO
gap between HOMO and LUMO: 10.96 eV

```
! wB97M-V def2-TZVPD RIJCOSX def2/J DEFGRID3
* xyz 0 1
C -1.385 1.171 -1.019
H 1.808 -0.047 -0.345
O 1.991 0.699 0.246
H -2.227 1.751 -0.633
C 2.157 0.127 1.438
H -0.519 1.342 -0.390
H -0.989 -0.701 -1.904
H -1.854 -0.858 0.316
C -1.851 -0.192 -1.486
H 2.523 0.750 2.254
O -2.401 -1.040 -0.455
H -2.656 -0.072 -2.179
H -1.104 1.692 -1.947
O 1.862 -1.020 1.651
*
```

B | The following is a DFT calculation (the ωB97M-V functional and the def2-TZVPD basis) of 3 unconnected molecules or ions with the total composition C3H8O3.

Properties
structure (SMILES): [H][H].O=CCO.C=O
gap between HOMO and LUMO: 10.59 eV

```
! wB97M-V def2-TZVPD RIJCOSX def2/J DEFGRID3
* xyz 0 1
H -0.186 1.200 -1.074
O 1.279 1.319 0.947
H 0.600 -1.995 0.609
H -0.057 -0.459 -1.934
H -2.726 -0.408 0.443
O -0.540 -0.542 1.437
O -1.640 0.703 -2.406
H 1.963 -0.096 -0.376
C 0.477 -0.939 0.913
C -0.623 0.488 -1.800
H -3.097 -0.189 -0.164
H 2.473 -0.350 1.295
H 0.442 1.270 1.441
C 1.634 -0.002 0.669
*
```

The structure with the most favorable energy is A; the runner-up is 0.0732 hartree above it.